1.
{"formula": "C44H24I4IrN4S4", "method": "ωB97M-V/def2-TZVPD", "homo_ha": [-0.2170, -0.2887], "multiplicity": 6, "species": ["Ir", "I", "C", "C", "C", "C", "C", "C", "C", "C", "C", "C", "C", "C", "C", "C", "C", "C", "I", "C", "C", "C", "N", "C", "C", "C", "C", "C", "C", "I", "C", "C", "C", "C", "C", "C", "N", "C", "C", "C", "C", "C", "N", "C", "C", "C", "C", "I", "C", "C", "C", "C", "N", "H", "H", "H", "H", "H", "H", "H", "H", "H", "H", "H", "H", "H", "H", "H", "H", "H", "H", "H", "H", "H", "H", "H", "H", "S", "S", "S", "S"], "xyz": [[0.093445, 0.167189, 0.000848], [6.056241, -3.581662, -6.821138], [4.774868, -2.773663, -5.374038], [4.096586, -3.618100, -4.509799], [3.263212, -3.073082, -3.542747], [3.097389, -1.694159, -3.439531], [3.773997, -0.864536, -4.331882], [4.619114, -1.397574, -5.293559], [2.225206, -1.115517, -2.386713], [2.575945, -1.322163, -1.070733], [3.776616, -1.997660, -0.628658], [3.720218, -2.059822, 0.713950], [2.484997, -1.422486, 1.115861], [2.033304, -1.337797, 2.426596], [2.825552, -2.030590, 3.474281], [3.492244, -1.317978, 4.466102], [4.238783, -1.976985, 5.432126], [4.307235, -3.361292, 5.411361], [5.415035, -4.362798, 6.882036], [3.647380, -4.091929, 4.435506], [2.911387, -3.421584, 3.469192], [0.859819, -0.648909, 2.838848], [0.035307, 0.092832, 2.019250], [-0.925049, 0.634749, 2.835665], [-1.960389, 1.539022, 2.404768], [-2.833179, 2.116528, 3.461047], [-2.720645, 3.459993, 3.806020], [-3.528771, 4.010251, 4.791316], [-4.462769, 3.207416, 5.426896], [-5.689265, 4.027417, 6.915667], [-4.595086, 1.867787, 5.094761], [-3.773339, 1.326312, 4.116652], [-2.195148, 1.905103, 1.106951], [-3.281305, 2.766476, 0.679601], [-3.249086, 2.805175, -0.659569], [-2.149113, 1.958134, -1.087151], [-1.504844, 1.451964, 0.005180], [-1.821235, 1.700277, -2.407427], [-0.722278, 0.893587, -2.836653], [-0.468590, 0.535221, -4.162200], [0.666545, -0.266840, -4.153147], [1.070055, -0.382949, -2.823852], [0.214716, 0.317128, -2.008335], [-2.695006, 2.268592, -3.465285], [-4.029549, 1.879862, -3.560563], [-4.858788, 2.419714, -4.533255], [-4.348053, 3.362327, -5.411129], [-5.599467, 4.220648, -6.856597], [-3.019929, 3.754513, -5.343574], [-2.197141, 3.199227, -4.374680], [-0.714690, 0.246307, 4.155869], [0.407878, -0.575291, 4.158069], [1.834607, -0.940591, 0.020732], [4.214183, -4.691189, -4.584890], [2.721677, -3.724862, -2.866963], [3.648262, 0.209187, -4.260752], [5.155317, -0.744488, -5.969032], [4.560421, -2.352763, -1.278171], [4.448340, -2.477646, 1.390514], [3.438445, -0.235862, 4.478310], [4.766841, -1.413368, 6.189184], [3.704074, -5.171826, 4.425077], [2.385048, -3.981765, 2.704443], [-1.989026, 4.080115, 3.300581], [-3.431070, 5.053783, 5.057820], [-5.334738, 1.250215, 5.585967], [-3.868282, 0.279613, 3.850225], [-3.972455, 3.260240, 1.343602], [-3.899867, 3.356012, -1.317726], [-1.057731, 0.825846, -5.016008], [1.137670, -0.747766, -4.994875], [-4.412791, 1.132463, -2.875256], [-5.891621, 2.107713, -4.604444], [-2.628271, 4.490321, -6.032999], [-1.158318, 3.499606, -4.309895], [-1.314790, 0.539893, 5.001364], [0.851802, -1.076430, 5.002916], [-2.462182, -1.328785, -0.903366], [-3.127241, -2.705927, 0.290318], [-1.606197, -4.311707, 0.351062], [-0.052442, -3.618432, -0.539919]], "atomic_forces_ev_per_a": [[0.16, 0.41, 0.12], [-0.09, 0.05, 0.09], [0.10, -0.06, -0.11], [-0.02, -0.01, 0.02], [-0.04, 0.01, -0.01], [0.02, 0.02, -0.02], [0.03, -0.01, -0.01], [-0.03, 0.04, 0.04], [0.12, -0.07, 0.22], [-0.07, 0.07, -0.22], [0.03, -0.02, 0.00], [0.05, -0.04, 0.02], [-0.08, 0.04, -0.03], [0.00, 0.02, -0.08], [-0.02, -0.08, -0.01], [0.04, 0.04, 0.03], [0.00, 0.03, -0.03], [0.09, -0.10, 0.13], [-0.07, 0.07, -0.11], [-0.02, 0.02, -0.03], [-0.01, 0.01, 0.00], [0.05, 0.09, 0.15], [-0.14, -0.16, -0.22], [0.13, 0.02, 0.16], [-0.04, 0.02, -0.15], [0.00, -0.01, 0.05], [0.02, 0.01, 0.01], [0.00, -0.03, -0.03], [-0.10, 0.08, 0.14], [0.08, -0.05, -0.11], [0.02, -0.03, -0.05], [-0.01, -0.02, -0.02], [0.00, -0.05, 0.16], [-0.01, 0.03, 0.03], [-0.02, 0.04, -0.03], [0.14, 0.08, 0.04], [-0.22, 0.04, -0.17], [0.02, -0.06, 0.03], [-0.02, -0.04, -0.14], [-0.14, 0.16, 0.03], [0.15, -0.20, 0.04], [-0.12, 0.13, -0.23], [-0.04, -0.08, 0.16], [-0.01, 0.03, -0.02], [0.04, -0.05, -0.02], [0.02, -0.01, 0.03], [-0.10, 0.10, -0.14], [0.08, -0.08, 0.09], [0.06, -0.01, 0.05], [-0.01, 0.01, 0.04], [-0.14, 0.08, 0.00], [0.05, -0.13, 0.03], [-0.07, -0.30, 0.06], [-0.01, 0.03, 0.00], [0.03, 0.00, 0.00], [0.00, -0.02, -0.01], [-0.02, -0.01, 0.01], [-0.03, 0.01, 0.04], [-0.03, 0.01, -0.03], [-0.02, -0.02, -0.01], [-0.02, -0.01, 0.00], [-0.01, 0.01, 0.01], [0.03, 0.01, 0.02], [-0.02, -0.02, 0.02], [0.01, -0.01, -0.01], [0.02, 0.01, 0.01], [0.00, 0.03, 0.01], [0.03, -0.01, -0.04], [0.01, -0.02, -0.01], [0.02, -0.02, 0.02], [-0.02, 0.06, 0.01], [-0.02, 0.04, 0.00], [0.01, 0.00, 0.01], [-0.01, -0.02, 0.01], [-0.02, 0.01, -0.02], [0.04, -0.01, -0.02], [-0.02, 0.04, -0.03], [0.17, -0.32, -0.04], [-0.02, 0.11, 0.16], [0.07, 0.09, -0.11], [-0.02, 0.01, 0.01]], "lowdin_charge": [1.252, 0.857, -0.731, -0.139, -0.022, -0.203, -0.023, -0.141, -0.048, -0.257, 0.016, 0.016, -0.238, -0.043, -0.207, -0.025, -0.142, -0.731, 0.855, -0.139, -0.020, -0.240, -0.070, -0.232, -0.043, -0.211, -0.022, -0.142, -0.731, 0.854, -0.141, -0.022, -0.228, 0.020, 0.014, -0.263, -0.078, -0.072, -0.272, 0.002, -0.002, -0.240, -0.085, -0.203, -0.023, -0.139, -0.731, 0.855, -0.142, -0.024, -0.003, 0.001, -0.059, 0.096, 0.123, 0.128, 0.095, 0.119, 0.119, 0.129, 0.095, 0.095, 0.129, 0.129, 0.095, 0.095, 0.130, 0.118, 0.117, 0.114, 0.114, 0.126, 0.096, 0.094, 0.128, 0.111, 0.113, 0.107, -0.050, -0.042, 0.063]}

---

2.
{"formula": "C14H16ClInN2O9", "method": "ωB97M-V/def2-TZVPD", "homo_ha": -0.3064, "species": ["In", "O", "C", "C", "N", "C", "C", "O", "O", "C", "C", "O", "O", "H", "H", "H", "H", "H", "H", "H", "H", "H", "O", "C", "O", "C", "C", "C", "C", "C", "N", "C", "O", "O", "H", "H", "H", "H", "H", "Cl", "C", "H", "H"], "xyz": [[-0.620568, 0.047942, 0.113482], [1.890368, -1.268483, -1.411822], [1.877354, -1.514486, -2.810541], [0.536732, -2.131695, -3.178710], [-0.618396, -1.255736, -2.964700], [-1.879093, -1.988296, -2.790247], [-2.912613, -1.421096, -1.752778], [-4.081835, -1.430053, -2.108194], [-2.472074, -1.117629, -0.585540], [-0.763129, -0.217774, -4.006260], [-0.548283, 1.176063, -3.453311], [0.770369, 1.507230, -3.440143], [-1.408608, 1.893778, -3.023992], [2.526079, -0.570272, -1.210048], [2.663737, -2.235282, -3.064426], [2.051103, -0.595081, -3.370774], [0.409312, -2.999358, -2.531976], [0.594729, -2.471417, -4.224113], [-1.674338, -2.991416, -2.413851], [-2.401434, -2.081444, -3.747055], [-1.781056, -0.237023, -4.395440], [-0.052458, -0.379465, -4.821916], [-3.035847, -0.232870, 3.371505], [-2.106099, 0.661487, 3.037346], [-2.215671, 1.390345, 2.081174], [-0.912511, 0.605865, 3.958576], [-1.048608, 0.288027, 5.307247], [0.093750, 0.218972, 6.080007], [1.323424, 0.443419, 5.487171], [1.361992, 0.766968, 4.135612], [0.259693, 0.859492, 3.392012], [2.651846, 0.972980, 3.389265], [3.724912, 1.326765, 4.104447], [2.750073, 0.816643, 2.204301], [-3.706646, -0.253400, 2.670139], [-2.026838, 0.097640, 5.724802], [0.031207, -0.025779, 7.131417], [2.227768, 0.332651, 6.072172], [3.523274, 1.496324, 5.031193], [1.568515, 3.841360, -4.305918], [1.128579, 2.775043, -2.947438], [0.301095, 3.238039, -2.418085], [2.000198, 2.661022, -2.314593]], "atomic_forces_ev_per_a": [[-0.35, -0.43, -0.78], [0.01, 0.28, 0.21], [-0.16, -0.08, -0.09], [0.05, 0.22, 0.16], [-0.07, 0.25, 0.04], [-0.26, 0.22, 0.35], [-0.10, -0.34, -0.80], [0.18, 0.09, 0.18], [0.80, 0.54, 0.43], [0.13, -0.14, 0.25], [-0.30, 0.06, 0.35], [0.32, -0.10, 0.02], [0.13, -0.11, -0.09], [-0.09, -0.20, -0.02], [-0.03, 0.05, -0.08], [0.00, 0.04, -0.04], [-0.04, -0.07, -0.08], [-0.02, -0.09, 0.02], [0.16, -0.03, -0.06], [-0.07, -0.11, 0.09], [0.05, 0.04, -0.06], [-0.03, -0.05, -0.02], [0.03, -0.28, 0.25], [-0.19, 0.34, -0.37], [0.32, -0.21, 0.34], [0.22, 0.10, 0.13], [-0.15, -0.03, -0.08], [-0.09, -0.03, 0.11], [0.08, 0.05, -0.10], [-0.42, -0.07, 0.08], [-0.02, -0.07, -0.04], [-0.05, -0.08, -0.91], [0.43, 0.11, 0.33], [-0.13, 0.02, 0.39], [-0.05, 0.13, -0.04], [0.00, -0.03, 0.00], [-0.01, -0.02, 0.00], [0.00, 0.01, -0.01], [-0.11, 0.03, -0.03], [0.00, -0.01, 0.06], [-0.22, 0.07, -0.04], [0.01, -0.04, -0.02], [0.07, -0.03, -0.05]], "nbo_charge": [0.888, -0.735, -0.077, -0.228, -0.451, -0.329, 0.778, -0.652, -0.958, -0.328, 0.798, -0.525, -0.563, 0.482, 0.168, 0.179, 0.212, 0.176, 0.211, 0.193, 0.236, 0.208, -0.666, 0.763, -0.577, 0.086, -0.190, -0.163, -0.223, 0.064, -0.340, 0.752, -0.654, -0.524, 0.521, 0.242, 0.231, 0.218, 0.485, -0.062, -0.074, 0.227, 0.202]}

---

One value per record, in order, for calculated total energy: -4798.00909 -1980.12775 Eh.